1.
ORCA calculation (ωB97M-V/def2-TZVPD) on a structure of composition C42H63N3OP2S3Ti.

```
115
C42H63N3OP2S3Ti, DFT ωB97M-V/def2-TZVPD
Ti 0.178 -0.837 -0.306
C -4.311 -2.785 1.848
C -5.222 -1.616 1.522
S -4.644 -0.559 0.167
C -5.043 1.072 0.811
C -4.077 1.756 1.811
S -2.564 0.911 2.322
C -3.151 -0.079 3.729
C -2.662 -1.528 3.765
S -2.575 -2.470 2.234
H -4.280 -3.481 1.006
H -4.760 -3.342 2.674
H -5.375 -0.989 2.397
H -6.202 -2.024 1.264
H -6.050 1.051 1.229
H -5.120 1.700 -0.078
H -4.620 2.043 2.712
H -3.740 2.697 1.369
H -4.238 -0.046 3.723
H -2.843 0.399 4.661
H -3.267 -2.072 4.495
H -1.644 -1.564 4.154
C 4.022 -1.695 1.354
C 3.339 -0.575 2.132
C 3.856 0.823 1.799
P 1.499 -0.652 2.020
C 0.840 0.251 3.479
C 1.580 0.008 4.797
C 0.774 1.745 3.181
C 1.049 -2.405 2.154
C 0.680 -3.054 3.333
C 0.232 -4.360 3.316
C 0.088 -5.023 2.104
C 0.416 -4.391 0.917
C 0.955 -3.101 0.931
N 1.278 -2.420 -0.290
C 1.896 -3.101 -1.355
C 2.513 -4.346 -1.232
C 3.054 -4.966 -2.346
C 2.994 -4.376 -3.602
C 2.426 -3.120 -3.730
C 1.884 -2.472 -2.620
P 1.346 -0.761 -2.600
C 0.032 -0.370 -3.849
C -0.009 1.135 -4.124
C 0.070 -1.184 -5.141
C 2.820 0.277 -2.976
C 3.321 0.142 -4.417
C 3.957 -0.049 -2.017
H 5.102 -1.582 1.443
H 3.755 -2.671 1.760
H 3.770 -1.698 0.294
H 3.545 -0.757 3.194
H 3.504 1.178 0.829
H 3.540 1.557 2.537
H 4.946 0.823 1.785
H -0.184 -0.130 3.565
H 2.551 0.507 4.793
H 1.008 0.437 5.620
H 1.753 -1.043 5.021
H 0.200 2.247 3.960
H 1.766 2.190 3.168
H 0.289 1.946 2.228
H 0.743 -2.534 4.279
H -0.033 -4.853 4.240
H -0.303 -6.030 2.081
H 0.253 -4.896 -0.024
H 2.598 -4.828 -0.271
H 3.531 -5.929 -2.229
H 3.402 -4.879 -4.466
H 2.401 -2.644 -4.701
H -0.893 -0.630 -3.328
H 0.816 1.461 -4.757
H -0.935 1.379 -4.645
H 0.019 1.729 -3.206
H 0.969 -0.998 -5.727
H 0.007 -2.254 -4.944
H -0.785 -0.911 -5.761
H 2.485 1.307 -2.810
H 3.730 -0.853 -4.592
H 2.562 0.343 -5.168
H 4.136 0.849 -4.574
H 4.293 -1.079 -2.148
H 4.803 0.606 -2.223
H 3.670 0.085 -0.977
C -1.388 -1.916 -1.100
H -0.992 -2.352 -2.024
H -2.272 -1.307 -1.277
H -1.635 -2.732 -0.418
C -2.081 5.318 -1.499
N -2.105 3.868 -1.399
N -1.089 3.141 -0.829
C -1.357 1.819 -0.999
O -0.572 0.909 -0.554
C -2.562 1.718 -1.703
C -2.992 3.015 -1.936
C -4.200 3.502 -2.645
C -0.042 3.742 -0.072
C 1.262 3.647 -0.528
C 2.275 4.231 0.221
C 1.968 4.919 1.387
C 0.655 5.016 1.823
C -0.362 4.411 1.102
H -1.080 5.667 -1.265
H -2.792 5.757 -0.800
H -2.330 5.602 -2.518
H -3.053 0.809 -1.998
H -4.826 2.660 -2.927
H -3.932 4.045 -3.553
H -4.782 4.171 -2.011
H 1.476 3.139 -1.460
H 3.299 4.169 -0.120
H 2.758 5.390 1.955
H 0.421 5.555 2.731
H -1.388 4.449 1.445
```

Kohn-Sham gap = 0.256 Eh
Molar mass = 832.00 g/mol
ΔE to the lowest compared entry with this formula, charge and spin = 0.4075 eV
Total charge = +2
LUMO energy = -5.4 eV



2.
ORCA calculation (ωB97M-V/def2-TZVPD) on a structure of composition C6H13N2O2Tl in a non-equilibrium geometry.

```
24
C6H13N2O2Tl, DFT ωB97M-V/def2-TZVPD
C 2.324 -0.743 0.440
C 1.874 -0.076 -0.848
C 1.484 1.386 -0.681
C -0.006 1.583 -0.259
N -0.400 0.492 0.660
N -1.746 0.242 0.814
C -2.361 -0.385 -0.315
C -1.662 -1.740 -0.480
O -1.141 -2.026 -1.539
O -1.662 -2.504 0.487
H 2.906 -1.628 0.209
H 2.895 -0.083 1.083
H 1.451 -1.100 1.013
H 2.730 -0.089 -1.517
H 1.100 -0.671 -1.321
H 1.577 1.850 -1.656
H 2.158 1.932 -0.034
H -0.606 1.640 -1.152
H -0.030 2.495 0.335
H -0.060 0.787 1.577
H -1.810 -0.444 1.602
H -2.373 0.199 -1.224
H -3.405 -0.592 -0.074
Tl -3.236 -0.523 2.882
```

Kohn-Sham gap = 0.183 Eh
Molar mass = 349.56 g/mol
ΔE to the lowest compared entry with this formula, charge and spin = 0.7665 eV
Total charge = +2
LUMO energy = -12.9 eV



3.
ORCA calculation (ωB97M-V/def2-TZVPD) on a cluster of 2 separate species, C6H14O in total.

```
21
C6H14O, DFT ωB97M-V/def2-TZVPD
C 2.305 -1.949 0.500
C 1.684 -0.707 -0.140
C 0.248 -0.978 -0.596
C -0.425 0.101 -1.400
C -1.716 0.415 -1.278
O -1.293 2.363 0.169
C -1.676 1.949 1.456
H 3.341 -1.774 0.809
H 2.301 -2.792 -0.201
H 1.740 -2.260 1.387
H 1.706 0.129 0.572
H 2.288 -0.394 -1.003
H 0.255 -1.876 -1.228
H -0.373 -1.221 0.279
H 0.159 0.580 -2.188
H -0.644 1.734 -0.190
H -2.201 1.162 -1.898
H -2.334 -0.018 -0.491
H -2.768 1.998 1.550
H -1.232 2.619 2.198
H -1.365 0.919 1.691
```

Kohn-Sham gap = 0.376 Eh
Molar mass = 102.18 g/mol
ΔE to the lowest compared entry with this formula, charge and spin = 1.8240 eV
SMILES = C=CCCC.CO
LUMO energy = 1.0 eV



4.
ORCA calculation (ωB97M-V/def2-TZVPD) on a structure of composition C5H10OS in a non-equilibrium geometry.

```
17
C5H10OS, DFT ωB97M-V/def2-TZVPD
C -0.057 -0.585 -1.381
C 0.514 0.245 -0.558
C -1.499 -0.635 -1.752
C 1.967 0.382 -0.258
C -0.553 0.721 2.205
O 0.604 2.695 0.964
S -0.496 1.823 0.711
H 0.598 -1.050 -2.059
H -1.739 -1.533 -2.286
H -1.708 0.190 -2.472
H -2.149 -0.633 -0.851
H 2.457 -0.290 -0.980
H 2.148 1.450 -0.457
H 2.051 0.135 0.742
H -1.654 0.359 2.472
H -0.216 1.358 2.899
H 0.095 -0.057 2.062
```

Kohn-Sham gap = 0.341 Eh
Molar mass = 118.20 g/mol
ΔE to the lowest compared entry with this formula, charge and spin = 3.3467 eV
LUMO energy = 0.6 eV